Entry 1:
The following is a quantum chemistry calculation of a 2-piece molecular cluster, CHCl3F2Si overall at a distorted geometry, from the OMol25 dataset.

Kohn-Sham gap: 0.3191 Eh
charge: 0
strongest force on any atom: 3.90 eV/Å
ΔE to the lowest compared entry with this formula, charge and spin: 1.857 eV
HOMO: -10.0816 eV
multiplicity: 1

Atoms and positions in Å:
1 Cl -4.5606 -0.9001 1.1316
2 Cl -1.4484 0.5494 1.1751
3 Cl -4.6122 0.1930 -1.4353
4 Si -0.8997 1.4097 -0.5404
5 F 0.6595 1.1345 -0.8259
6 F -0.8088 3.0540 -0.2339
7 C -4.4679 -1.2495 -0.5622
8 H -1.6025 1.2645 -1.9456

---

Entry 2:
The following is a quantum chemistry calculation of one molecule with the formula CHCl3FOP at a distorted geometry, from the OMol25 dataset.

SMILES string: O=P(Cl)(Cl)[C@@H](F)Cl
Kohn-Sham gap: 0.4214 Eh
charge: 0
strongest force on any atom: 2.36 eV/Å
ΔE to the lowest compared entry with this formula, charge and spin: 0.933 eV
HOMO: -11.6546 eV
multiplicity: 1

Atoms and positions in Å:
1 Cl -2.2825 0.7991 1.7826
2 Cl 0.6546 2.0752 -0.2698
3 Cl -2.7453 -1.3804 -0.6062
4 P -2.0741 0.4992 -0.2604
5 F -0.2131 0.1732 -1.9524
6 O -2.7854 1.3758 -1.1744
7 C -0.2194 0.4554 -0.5995
8 H 0.3419 -0.4079 -0.3228

---

Entry 3:
The following is a quantum chemistry calculation of one molecule with the formula CHCl3S at a distorted geometry, from the OMol25 dataset.

SMILES string: ClSC(Cl)Cl
Kohn-Sham gap: 0.3373 Eh
charge: 0
strongest force on any atom: 4.74 eV/Å
ΔE to the lowest compared entry with this formula, charge and spin: 0.859 eV
HOMO: -9.7972 eV
multiplicity: 1

Atoms and positions in Å:
1 Cl 2.2160 -1.0763 -0.0498
2 Cl -1.8036 0.8330 -0.8000
3 Cl -0.0486 1.0765 1.7314
4 S 1.0074 -0.0409 -1.1223
5 C -0.4283 0.0477 -0.1602
6 H -0.9429 -0.8400 0.4008

---

Entry 4:
The following is a quantum chemistry calculation of a 2-piece molecular cluster, CHClF3N overall at a distorted geometry, from the OMol25 dataset.

Kohn-Sham gap (alpha / beta): 0.2588 / 0.2441 Eh
charge: 0
strongest force on any atom: 1.88 eV/Å
ΔE to the lowest compared entry with this formula, charge and spin: 2.544 eV
HOMO (alpha / beta): -9.1035 / -9.0247 eV
multiplicity: 1

Atoms and positions in Å:
1 Cl -2.0608 -1.8752 0.1342
2 F -0.5633 1.6271 -0.7908
3 F 1.1555 -1.0847 0.5776
4 F 0.0395 0.4573 1.6542
5 N 0.4521 0.7194 -0.6019
6 C 0.3444 -0.0627 0.5012
7 H 0.6325 0.2187 -1.4745

---

Entry 5:
The following is a quantum chemistry calculation of a 2-piece molecular cluster, CHClFI overall at a distorted geometry, from the OMol25 dataset.

Kohn-Sham gap: 0.3431 Eh
charge: 0
strongest force on any atom: 4.81 eV/Å
ΔE to the lowest compared entry with this formula, charge and spin: 2.526 eV
HOMO: -9.8490 eV
multiplicity: 1

Atoms and positions in Å:
1 I 0.9697 -0.1151 -1.7664
2 Cl -1.5698 -0.8267 0.1826
3 F 0.9090 -0.5429 1.0076
4 C 0.0343 -0.0837 0.1453
5 H -0.3432 1.5684 0.4308

---

Entry 6:
The following is a quantum chemistry calculation of one molecule with the formula CHClFN at a distorted geometry, from the OMol25 dataset.

Kohn-Sham gap (alpha / beta): 0.3095 / 0.2628 Eh
charge: 0
strongest force on any atom: 2.98 eV/Å
ΔE to the lowest compared entry with this formula, charge and spin: 8.443 eV
HOMO (alpha / beta): -9.3821 / -8.3816 eV
multiplicity: 1

Atoms and positions in Å:
1 Cl 1.9647 0.6346 0.1883
2 F -0.4614 1.8520 0.1042
3 N -0.1454 0.4724 -0.1565
4 C 2.9540 -0.4305 -0.1000
5 H -0.6771 0.0380 0.5521